5
Properties=species:S:1:pos:R:3 method="wB97M-V/def2-TZVPD" e_lumo_ev="-5.20 / -5.20" molar_mass_g_mol=80.915 charge=+1 homo_ev="-11.7 / -11.7" gap_ev="6.48 / 6.48"
H -2.210 0.899 -0.655
O 0.581 -0.680 0.442
C 0.544 0.581 0.062
Sc -0.991 -0.797 -1.037
Li 2.075 -0.004 1.189